{
  "formula": "C27H69Cl2NO23S7Si2",
  "method": "ωB97M-V with the def2-TZVPD basis set",
  "homo_energy_ha": -0.3434,
  "total_charge": 0,
  "total_energy_ev": -194348.2912,
  "elements": ["H", "O", "O", "H", "H", "O", "H", "H", "O", "H", "C", "H", "H", "H", "H", "S", "C", "H", "C", "O", "H", "H", "Cl", "H", "O", "H", "O", "O", "H", "C", "H", "H", "H", "H", "O", "H", "H", "O", "H", "H", "O", "O", "C", "C", "C", "Si", "H", "O", "H", "O", "C", "O", "H", "H", "C", "O", "S", "O", "C", "H", "H", "H", "O", "H", "H", "H", "Si", "H", "H", "S", "H", "H", "O", "H", "H", "C", "H", "O", "C", "C", "O", "Cl", "H", "H", "H", "H", "C", "H", "S", "H", "H", "H", "C", "H", "H", "H", "N", "C", "H", "C", "H", "H", "C", "H", "C", "S", "H", "H", "C", "H", "H", "S", "C", "H", "H", "S", "C", "H", "C", "C", "C", "H", "H", "H", "O", "H", "O", "C", "H", "H", "C"],
  "positions_angstrom": [[-4.7669, -1.7426, -0.6263], [-4.8688, -4.5885, -0.7463], [-2.2554, 2.8756, 1.5238], [-3.8661, -3.5245, 2.8560], [-5.4026, 5.7326, 3.2445], [1.7416, -5.5221, 0.1139], [0.3696, -6.2360, -1.2693], [-5.2281, -5.0810, -4.2027], [4.6028, 5.4330, 2.4151], [-9.2507, -1.6629, 4.9516], [-8.6322, -2.4000, 4.4391], [-0.8388, 4.2039, -0.4598], [1.3603, 1.5545, 3.0527], [-8.7759, -3.3707, 4.9118], [0.3802, -7.9405, 0.5620], [-1.7390, 4.1995, 1.7037], [3.5461, 6.2870, 2.9344], [6.3838, 3.7524, 1.3363], [6.6846, -3.7299, -2.8252], [-1.2943, 4.6230, 2.9949], [-4.4708, -4.3387, 1.3806], [-6.9938, -1.0531, 3.9778], [0.8121, -3.9494, -5.9278], [-0.7161, 1.0565, 1.7089], [2.7408, -6.7794, -1.7329], [4.2623, -4.9997, 0.8897], [4.6750, 6.6456, 0.2979], [3.7954, 4.3480, 0.3567], [-0.0369, -6.6986, 1.7387], [2.1815, 5.6530, 2.7931], [8.0217, -4.8041, -4.1258], [1.7149, 6.4116, -1.5862], [1.3202, -3.9746, 1.9335], [0.7011, 7.3552, -0.4837], [-6.2616, -4.0843, -2.7023], [6.5643, 4.4869, -0.2812], [1.9011, 5.5783, 1.7444], [-3.8766, -3.5416, -2.7570], [-1.2303, -3.1395, -2.5705], [-6.4633, -2.2580, -0.7504], [2.2474, 10.0037, 1.1149], [6.3539, -3.7012, -1.6412], [0.3928, -5.9244, -0.2246], [1.0534, -3.0155, 1.4961], [0.4257, 1.2409, 3.5196], [3.3117, -3.7463, -4.2539], [-4.8450, -5.0181, 2.9949], [4.1809, -2.5109, -4.9432], [-4.7394, 5.6743, 0.8771], [3.0459, -7.5616, 0.5884], [-6.1447, -5.1967, -3.6235], [-2.7933, 5.2332, 1.1373], [0.2146, -3.1238, 0.8149], [3.0258, 8.2679, -0.4987], [6.3517, 4.6774, 0.7679], [-0.6744, -2.3790, 3.3555], [0.5799, -1.9533, 2.8099], [-0.0590, 9.8040, 0.2646], [-4.3414, 5.7114, 2.9977], [2.2661, 12.3401, -0.4204], [-4.4650, 4.0798, 1.5712], [-1.1029, -1.8115, -3.7196], [0.3416, -0.6542, 1.9432], [4.1013, -4.5260, -0.8302], [0.3818, 3.8846, 0.8057], [-1.3108, 0.0442, 3.0122], [5.7948, -2.6964, -5.1753], [-0.2113, 5.5470, 0.5461], [-6.2591, -7.3329, -3.6722], [-6.1358, -3.1491, 2.4502], [1.9126, -2.5843, 0.9915], [-0.1903, -5.0093, -0.1379], [-6.2769, -2.9983, 4.0233], [6.6488, -1.4213, -1.8705], [3.8115, 6.4393, 3.9771], [6.1689, -1.4101, -2.8355], [-5.6593, -1.4781, -2.1561], [-7.2414, -3.9057, 1.9481], [1.2688, 7.3914, -1.4129], [1.2484, 11.9983, -0.2599], [1.6874, -1.7535, 3.6905], [1.3580, -2.3324, -2.0176], [0.6767, 0.6616, 4.4068], [3.6797, -3.8421, -2.8350], [6.3876, -5.4590, -4.0242], [-1.2265, -3.4748, -4.2772], [4.2432, -5.3492, -0.1388], [3.6687, -5.0218, -4.9049], [4.7213, 5.3239, 0.8447], [7.0387, 5.4144, 1.1720], [-8.9700, -2.4772, 3.4072], [6.0939, -4.0138, -5.7480], [-4.1583, 5.1252, 1.6137], [1.4295, 6.2504, 3.3070], [-3.8236, 5.1229, 3.7530], [5.0960, -1.3799, -2.6838], [6.6022, -2.5808, -3.6183], [-0.8070, -2.8337, -3.5165], [2.1761, 4.6463, 3.2106], [-5.5327, -2.1280, -1.2952], [-6.9858, -5.0688, -4.3002], [-0.1328, 2.1253, 3.8285], [-7.1782, -1.9824, 4.5179], [-5.3299, -6.7082, -2.3046], [-4.6720, -4.1093, 2.4250], [1.2793, 10.2784, 0.0974], [-1.2044, -7.1584, 0.4865], [0.6332, 12.1588, -1.1403], [7.1838, -4.9846, -3.4678], [7.4866, -5.6433, -2.6685], [6.4627, -0.5151, -3.3688], [-4.9836, -3.6940, -1.8589], [1.4870, -3.4650, -4.4159], [-7.0869, -6.5968, -2.2873], [5.1633, -5.8767, -0.3733], [2.9252, -6.4844, -0.3430], [-6.2071, -6.5396, -2.9266], [3.5927, 7.2547, 2.4341], [-0.1470, -6.9979, 0.6968], [-0.4747, 4.4931, 0.5213], [2.3663, 8.4333, -1.3488], [0.8094, 12.4893, 0.6051], [-6.8710, -1.8342, 5.5504], [-3.9497, 6.7271, 3.0365], [1.8467, 9.7879, -1.2957], [6.2534, -1.6468, -6.0934], [-5.8881, -1.8457, 1.9007], [0.6704, -2.9614, -3.4741], [0.5719, 7.6141, -2.2205], [2.9770, 8.4085, -2.2476], [-0.4089, 0.4372, 2.5434]]
}

***

{
  "formula": "C27H70N2O9",
  "method": "ωB97M-V with the def2-TZVPD basis set",
  "smiles": "CC1(C)CCCC(C)(C)N1O.CC1(C)CCCC(C)(C)N1O.CC(C)O.CC(C)O.CC(C)O.O.O.O.O",
  "homo_energy_ha": -0.2923,
  "total_charge": 0,
  "total_energy_ev": -50539.6869,
  "elements": ["O", "H", "C", "H", "C", "N", "H", "H", "H", "H", "C", "O", "H", "H", "H", "H", "H", "H", "C", "H", "H", "H", "H", "H", "H", "H", "H", "C", "C", "H", "C", "C", "H", "H", "H", "H", "H", "H", "H", "O", "H", "H", "C", "H", "H", "H", "C", "C", "H", "C", "C", "H", "C", "H", "O", "O", "H", "H", "H", "H", "C", "C", "H", "H", "H", "N", "H", "H", "H", "C", "H", "H", "H", "H", "H", "C", "H", "H", "H", "C", "H", "C", "C", "H", "O", "H", "H", "H", "C", "H", "H", "H", "H", "O", "H", "H", "H", "C", "O", "H", "H", "H", "C", "H", "O", "C", "C", "C"],
  "positions_angstrom": [[3.1425, -1.4980, -2.6454], [4.1490, -6.2335, -2.2089], [3.2947, -1.1373, 3.4706], [-4.3994, -4.1778, -2.5185], [-4.4180, 3.7808, 1.2739], [1.1052, -2.0137, 2.8728], [-2.6465, 0.8642, -0.5724], [1.4419, 0.7773, -1.5032], [-6.1519, 1.9652, -2.0778], [3.1974, 1.8181, 0.5976], [3.5989, 2.8315, 0.5912], [-1.2394, 0.6869, -2.7256], [-0.1587, -0.8511, 0.6623], [-2.7089, -2.0769, -0.8548], [4.2222, 2.7563, 2.6953], [-2.1583, -3.5583, -3.4168], [3.3469, -1.5318, 4.4867], [0.9210, 1.3163, 3.2425], [1.2778, 0.3593, 3.6244], [1.6053, -6.3737, -0.6857], [-2.7274, 1.9456, -2.3631], [3.1004, -1.0990, 0.7869], [3.8058, -4.9409, -3.2657], [-5.7252, 2.0304, 1.1701], [-1.8605, -3.6072, -1.0004], [2.1156, 3.7539, 1.9062], [1.0113, 0.2194, 4.6732], [2.4634, 3.8022, 0.8722], [-5.5954, 1.3010, -1.4154], [1.8077, -5.1003, 0.5155], [-4.2497, -3.1158, -2.7452], [-2.9605, 4.0133, -0.8659], [0.3150, -2.8932, 1.3606], [2.9037, 4.8055, 0.8580], [2.6077, -3.7670, 4.2509], [1.7601, -0.6939, -1.8017], [4.5165, 4.1044, -0.6001], [-0.9122, 4.2362, -0.1595], [3.9955, -3.8040, 3.1179], [4.2276, 3.1887, -0.6408], [2.9354, 0.6713, 2.4027], [2.2228, -2.5481, 0.4483], [2.3174, -5.6610, -0.2687], [2.5399, -6.1014, -3.1023], [3.6018, -4.0501, -1.1143], [2.3109, -4.3246, 2.7599], [0.4647, -0.7212, 2.8327], [-2.6641, 5.1329, -1.8762], [-3.5482, 5.4432, -2.4364], [2.9422, -3.5592, 3.2312], [-3.6640, 4.7100, 0.3233], [-1.3333, 0.2383, 3.6199], [0.2840, -0.1579, 1.3857], [-1.7981, 3.0075, 0.6419], [-2.5732, -1.5634, -3.5194], [1.7470, -3.9126, -1.8822], [-5.0874, 0.6259, -2.1107], [-6.1510, 3.3031, 0.0461], [-2.3309, 5.9866, -1.2870], [-1.1206, -2.1753, -1.6419], [-3.5400, 1.0344, 0.0218], [-0.8907, -0.7608, 3.5397], [-1.5660, -1.3644, 2.9334], [-6.2740, 0.7430, -0.7716], [-3.7171, 3.1507, 1.8306], [-3.9373, 3.0771, -1.4190], [1.3052, -0.0887, 1.0126], [5.4787, 2.2919, 1.4917], [5.1774, 3.9162, 1.7985], [4.6441, 2.9643, 1.7123], [3.6656, -2.0199, -3.2651], [1.6360, 3.6913, 0.1747], [3.1948, -6.1879, 0.1009], [3.9461, 1.8216, -1.7613], [-2.5784, -1.6159, -4.4786], [-2.7780, -2.8399, -2.8750], [-4.3108, 5.4739, -0.1168], [-3.3243, 1.2918, 1.0615], [2.0861, -3.0724, -2.2086], [2.9429, -2.1171, 1.1474], [-1.9708, 4.7884, -2.6432], [-1.6243, 3.4266, -0.3516], [2.7920, -4.7360, -1.3862], [3.2187, 1.9986, -3.1071], [1.0237, -0.0876, -1.6004], [-0.3127, 0.7466, 1.2836], [3.3307, 0.8176, 4.2000], [-4.9064, 4.4253, 2.0062], [-5.3035, 2.7997, 0.5166], [-1.7879, -0.1085, -2.8977], [3.8954, -2.6461, 1.0760], [3.4914, -0.5901, -2.7090], [-1.0918, 2.7037, -0.9693], [-3.4227, 2.5597, -2.6730], [-4.0299, 0.0671, 0.1859], [-0.3781, 0.3264, -2.4004], [-4.8345, -2.5891, -1.9910], [2.7839, 0.2920, 3.4173], [0.2817, -3.0160, 2.3270], [-2.9920, 5.2874, 0.9669], [-0.8764, -1.0455, 4.5930], [4.3237, -1.1510, 3.0969], [2.5272, -2.2215, 2.6348], [-4.7870, -2.9557, -3.6837], [3.6761, 1.3417, -2.5722], [-4.5408, 2.0238, -0.6095], [3.3207, -5.6006, -2.5331], [-2.0830, -2.6734, -1.5206]]
}